This record from OMol25 describes 14 unconnected molecules or ions with the total composition C59H58Cl5NO39 in a non-equilibrium geometry. The level of theory is wB97M-V/def2-TZVPD.

Results
* calculated total energy: -7572.68892 a.u.
* energy relative to the best compared isomer or geometry (same formula, charge and spin): 0.0000 eV

Positions of all 162 atoms, in Å:
C: 2.26007 -1.81712 0.41992
C: 2.11155 -0.34737 -0.00060
C: 2.50617 -0.08023 -1.45468
C: 1.57429 -0.70380 -2.48548
C: 0.19752 -0.10561 -2.26912
C: -0.39831 -0.34835 -0.87051
N: 0.65321 0.11433 0.11550
O: 0.22145 0.25044 1.22929
C: -0.79429 -1.81882 -0.67409
C: -1.64691 0.50605 -0.72372
C: 2.86819 0.63727 0.90430
H: 3.31035 -1.85692 0.71310
H: 2.17725 -2.50835 -0.41832
H: 1.55022 -2.12550 1.18313
H: 3.52148 -0.41997 -1.67794
H: 2.56525 0.99305 -1.65366
H: 1.54867 -1.79894 -2.42910
H: 1.95463 -0.57118 -3.49643
H: -0.42939 -0.54098 -3.05386
H: 0.17355 0.96252 -2.48867
H: -0.85725 -2.05100 0.38657
H: -0.07742 -2.44809 -1.20398
H: -1.71678 -1.94110 -1.23168
H: -2.10897 0.50463 0.26432
H: -2.44346 0.17909 -1.39008
H: -1.35271 1.53300 -0.94097
H: 2.64383 1.67166 0.65146
H: 3.94559 0.49559 0.99589
H: 2.57648 0.44240 1.94076
Cl: 0.24378 3.95843 0.36574
O: 1.28603 3.94814 1.37276
O: 0.18436 5.29717 -0.12649
O: 0.52063 3.05767 -0.74176
O: -0.96768 3.51889 1.01439
C: -5.75620 3.46606 -1.15340
C: -4.61020 3.88411 -0.60063
C: -4.37352 5.28901 -0.10211
O: -3.30748 5.64217 0.34192
C: -5.51032 6.19738 -0.30166
C: -6.61897 5.78739 -0.93333
C: -6.85383 4.38359 -1.40127
O: -7.87976 4.06683 -1.97014
O: -7.62633 6.65182 -1.11636
O: -3.54286 3.09358 -0.49341
H: -5.76295 2.40901 -1.39290
H: -5.33663 7.23184 -0.04054
H: -8.35713 6.17883 -1.54616
H: -2.81365 3.56747 -0.04838
C: 1.25004 -6.42848 5.57110
C: 0.88097 -5.67059 6.60366
C: 0.96590 -4.15881 6.54722
O: 0.61963 -3.51347 7.51209
C: 1.55083 -3.63735 5.32222
C: 1.92177 -4.38059 4.26924
C: 1.75234 -5.88284 4.30599
O: 2.09365 -6.61260 3.40667
O: 2.51573 -3.83003 3.19994
O: 0.43064 -6.20183 7.75061
H: 1.17969 -7.50329 5.67453
H: 1.78317 -2.58332 5.41969
H: 2.29239 -4.32398 2.38531
H: 0.09357 -5.44332 8.25863
C: -0.52203 0.08889 6.14364
C: 0.75984 0.28387 5.82456
C: 1.18852 1.04794 4.61998
O: 2.34589 1.05780 4.26283
C: 0.11649 1.81918 3.98709
C: -1.18159 1.56631 4.23210
C: -1.62402 0.70472 5.37965
O: -2.79855 0.48448 5.57380
O: -2.17583 2.20463 3.60115
O: 1.72578 -0.30053 6.54613
H: -0.78424 -0.52591 6.99461
H: 0.38745 2.53150 3.21312
H: -1.82266 2.67691 2.84118
H: 2.53134 -0.31106 5.99655
C: 6.56728 -3.59138 4.48841
C: 5.80811 -2.78744 5.23799
C: 4.91243 -1.72353 4.64938
O: 4.19835 -1.01481 5.32397
C: 5.00701 -1.60947 3.20784
C: 5.83737 -2.34261 2.46195
C: 6.66080 -3.46340 3.02534
O: 7.37580 -4.20985 2.39687
O: 5.89744 -2.16684 1.13148
O: 5.79673 -2.82663 6.56908
H: 7.22306 -4.28790 4.99315
H: 4.47091 -0.81299 2.70785
H: 6.46339 -2.85579 0.74929
H: 5.10649 -2.27095 6.95772
C: -1.54998 2.37976 -4.14266
C: -0.56473 3.27940 -4.17244
C: -0.84043 4.74042 -4.01052
O: -0.03423 5.64156 -3.98518
C: -2.26186 5.05602 -3.78911
C: -3.23599 4.14464 -3.89234
C: -2.98009 2.67025 -3.96733
O: -3.79863 1.78210 -3.91581
O: -4.51557 4.53383 -3.75101
O: 0.72214 2.92381 -4.25336
H: -1.18609 1.36081 -4.19007
H: -2.54466 6.09462 -3.68692
H: -5.11272 3.77860 -3.85283
H: 1.30184 3.68341 -4.40431
C: 3.96198 2.31760 -6.32519
C: 3.27451 1.35112 -5.69792
C: 2.04552 0.72356 -6.24801
O: 1.50634 -0.28513 -5.82989
C: 1.50273 1.38794 -7.41965
C: 2.15668 2.39092 -8.02485
C: 3.48193 2.93947 -7.54546
O: 4.02735 3.85425 -8.11903
O: 1.67345 3.05319 -9.06886
O: 3.60391 1.02131 -4.42482
H: 4.79772 2.76584 -5.79953
H: 0.54208 1.12894 -7.84343
H: 2.21149 3.82892 -9.28822
H: 4.11451 1.77926 -4.11222
C: 4.56495 -2.37344 -4.13085
C: 4.15924 -3.30333 -3.25827
C: 3.29927 -4.49375 -3.63403
O: 3.06767 -5.43483 -2.91537
C: 2.76076 -4.34357 -4.99806
C: 3.17192 -3.42955 -5.88482
C: 4.11282 -2.32104 -5.49961
O: 4.47563 -1.52149 -6.33673
O: 2.55649 -3.29631 -7.06570
O: 4.46508 -3.15538 -1.95374
H: 5.19385 -1.58691 -3.73299
H: 1.95522 -5.00656 -5.28891
H: 2.53260 -2.35699 -7.29980
H: 4.06355 -3.88459 -1.45765
C: -6.92945 2.52568 2.40260
C: -5.73624 1.93688 2.55762
C: -5.28971 0.72624 1.78420
O: -4.21023 0.18133 1.88677
C: -6.28053 0.25235 0.79654
C: -7.43843 0.88690 0.59122
C: -7.88713 2.06224 1.39971
O: -8.90223 2.68261 1.16349
O: -8.36169 0.36111 -0.22280
O: -4.95683 2.24355 3.59573
H: -7.25644 3.28770 3.09575
H: -5.95695 -0.62577 0.25717
H: -9.09789 0.98464 -0.32550
H: -4.07534 1.83046 3.55797
O: 4.14506 4.26629 -0.68600
H: 4.74646 4.68214 -0.06230
H: 3.29019 4.27928 -0.24074
O: 0.93590 -5.06098 1.27317
H: 0.01306 -4.81850 1.40595
H: 0.98713 -5.32141 0.34786
C: -2.78552 -2.28087 3.85305
Cl: -4.11120 -3.41601 3.88721
Cl: -1.30788 -2.94346 3.11996
H: -3.11993 -1.42559 3.26996
H: -2.54630 -1.90373 4.84156
C: -3.87630 -4.22134 0.28130
Cl: -2.23943 -4.82486 -0.09376
Cl: -4.23385 -2.82002 -0.72046
H: -4.57679 -5.01698 0.05656
H: -3.87314 -3.95934 1.33259


This record from OMol25 describes a single C2H4N2O molecule. The level of theory is wB97M-V/def2-TZVPD.

Results
* SMILES string: [H]/N=C/NC=O
* calculated total energy: -263.36179 a.u.
* energy relative to the best compared isomer or geometry (same formula, charge and spin): 0.0404 eV

Positions of all 9 atoms, in Å:
H: 2.54652 0.52061 -0.86063
N: 1.96553 0.29223 -0.05769
C: 0.73956 0.33662 -0.37144
N: -0.23775 0.06250 0.57608
C: -1.48202 -0.43840 0.27037
O: -2.22849 -0.93122 1.08238
H: 0.33314 0.58627 -1.35885
H: 0.08940 -0.08512 1.52511
H: -1.72590 -0.34350 -0.80533


This record from OMol25 describes 14 unconnected molecules or ions with the total composition C28H83N10O14 in a non-equilibrium geometry. The level of theory is wB97M-V/def2-TZVPD.

Results
* calculated total energy: -2717.73184 a.u.
* total charge: -1

Positions of all 135 atoms, in Å:
C: -0.81692 -0.72531 0.91369
C: 0.54090 -0.42888 0.23806
C: 0.54240 0.93449 -0.50804
O: 1.61515 -0.54710 1.11195
H: -1.50976 -0.70089 0.06879
H: -1.05024 -0.00961 1.70522
H: -0.78072 -1.71708 1.36511
H: 0.49235 -1.26115 -0.48517
H: 0.38716 1.71430 0.24289
H: -0.28254 0.97773 -1.22189
H: 1.48042 1.24166 -0.97355
C: 4.17094 -0.84074 -1.98656
O: 5.24762 -0.59048 -2.55114
N: 3.00648 -0.70606 -2.60843
N: 4.07028 -1.17714 -0.70995
H: 2.13737 -0.68747 -2.09979
H: 2.99198 -0.48801 -3.58932
H: 3.17951 -1.00168 -0.26301
H: 4.85382 -1.46058 -0.14858
C: 4.55687 1.23975 2.11946
O: 5.53298 1.86571 2.46019
N: 3.66343 1.63083 1.18269
N: 4.20765 0.09593 2.72330
H: 3.86195 2.47678 0.67954
H: 2.96833 0.95786 0.88012
H: 4.70109 -0.26494 3.51777
H: 3.40961 -0.36584 2.32575
C: 0.98905 0.69263 4.32600
O: 0.69998 1.03379 5.46395
N: 1.74101 -0.42310 4.11395
N: 0.86165 1.44299 3.24093
H: 1.85073 -0.99283 4.93472
H: 1.80388 -0.74351 3.15880
H: 0.34040 2.29574 3.37131
H: 0.94690 0.99591 2.33507
C: 3.76926 5.14073 0.16516
O: 4.54959 5.91835 -0.36754
N: 2.78142 4.57132 -0.53567
N: 3.84404 4.67531 1.41350
H: 2.46998 3.66650 -0.22249
H: 2.76514 4.77171 -1.52811
H: 3.07471 4.22036 1.87527
H: 4.64047 4.95835 1.96041
C: -1.28420 2.51999 -4.23109
O: -0.22511 3.11785 -4.17612
N: -1.40120 1.22193 -3.96740
N: -2.44160 3.08994 -4.56621
H: -2.32999 0.82116 -3.96470
H: -0.57628 0.69080 -3.74776
H: -2.52072 4.09172 -4.55941
H: -3.20227 2.51063 -4.87781
C: -3.44820 -1.42515 -2.77903
C: -3.88694 -0.89745 -4.11636
O: -4.11692 0.48236 -4.13383
H: -4.32861 -1.39916 -2.12993
H: -2.62448 -0.86792 -2.33084
H: -3.14798 -2.47262 -2.74722
H: -4.75787 -1.50499 -4.37299
H: -3.06188 -1.13159 -4.79174
H: -4.88022 0.66227 -3.57463
C: 2.73109 -5.23458 2.13671
C: 2.61566 -4.01298 1.27671
O: 3.30546 -2.93463 1.88339
H: 3.74208 -5.53605 2.41126
H: 2.19873 -6.13636 1.82610
H: 2.25782 -5.07841 3.11218
H: 1.62830 -3.63717 0.99985
H: 3.07383 -4.30529 0.32621
H: 2.77328 -2.13222 1.85604
C: 4.33326 4.14482 -3.84540
C: 2.99314 3.42736 -3.82111
O: 2.01719 4.28465 -3.24410
H: 5.19944 3.49369 -3.97275
H: 4.50877 4.60557 -2.87077
H: 4.39049 4.89973 -4.63037
H: 3.19387 2.52613 -3.23630
H: 2.79130 3.22454 -4.87490
H: 1.15177 3.89070 -3.43443
C: 1.64154 -3.95282 -2.22370
C: 2.26333 -4.20900 -3.59879
O: 1.30745 -4.84059 -4.40100
H: 2.22725 -3.27846 -1.59658
H: 1.38826 -4.82210 -1.61685
H: 0.70443 -3.39369 -2.30257
H: 3.14046 -4.83636 -3.41103
H: 2.60797 -3.29401 -4.08516
H: 1.62415 -4.80741 -5.30741
C: -1.88062 5.93449 2.39229
C: -1.41728 4.58500 1.83248
C: -0.74728 4.73773 0.51052
O: -0.49284 3.98240 2.71792
H: -1.20045 6.77162 2.23254
H: -2.03034 5.90887 3.47457
H: -2.86390 6.21382 2.00825
H: -2.28639 3.92486 1.74701
H: -1.41126 5.16893 -0.24166
H: -0.34394 3.81446 0.09603
H: 0.08425 5.44344 0.54897
H: -0.75311 3.98376 3.64350
C: -0.29628 -3.01090 4.41711
C: -1.52077 -2.23200 4.89425
C: -2.74838 -2.49384 4.03479
O: -1.84592 -2.72376 6.21144
H: 0.66829 -2.79678 4.87404
H: -0.05893 -2.59384 3.43030
H: -0.44820 -4.08180 4.27944
H: -1.13417 -1.21263 4.91391
H: -3.69008 -2.14266 4.45606
H: -2.96318 -3.55982 3.91330
H: -2.51217 -2.16029 3.02237
H: -2.47632 -3.44264 6.26431
C: -5.25524 0.41908 0.72965
C: -4.62016 1.77323 0.43278
C: -3.55270 1.74633 -0.67480
O: -5.70204 2.64879 0.08055
H: -6.10712 0.50005 1.40398
H: -4.53534 -0.25422 1.20361
H: -5.57519 -0.13566 -0.15471
H: -4.29477 2.20148 1.38338
H: -3.95421 1.40859 -1.62957
H: -2.67224 1.14854 -0.44041
H: -3.17961 2.76073 -0.82631
H: -5.94520 3.14552 0.86329
C: -3.47638 -4.19861 0.83412
C: -3.22978 -4.70330 -0.57511
C: -1.86609 -4.27710 -1.16863
O: -3.19311 -6.12731 -0.49208
H: -4.31419 -4.72523 1.29441
H: -3.62145 -3.12335 0.91162
H: -2.62974 -4.60234 1.39455
H: -4.06869 -4.43744 -1.22469
H: -1.06916 -4.84967 -0.69281
H: -1.61581 -3.21835 -1.10526
H: -1.85275 -4.61651 -2.20709
H: -3.18181 -6.45285 -1.39667


This record from OMol25 describes a single C6H10IN3 molecule in a non-equilibrium geometry. The level of theory is wB97M-V/def2-TZVPD.

Results
* SMILES string: CC[C@@](C)(I)c1nc[nH]n1
* calculated total energy: -696.59136 a.u.
* energy relative to the best compared isomer or geometry (same formula, charge and spin): 0.0000 eV

Positions of all 20 atoms, in Å:
C: 1.21843 1.62239 -0.84701
C: -0.29672 1.43703 -0.89583
C: -0.82556 0.56511 0.22922
C: -0.57144 1.07379 1.62485
I: -2.99379 0.33519 -0.05780
C: -0.24377 -0.94482 0.05496
N: 0.04700 -1.50476 -1.13663
C: 0.38303 -2.72970 -0.81937
N: 0.30092 -2.89760 0.51450
N: -0.10435 -1.75265 1.07851
H: 1.52838 2.12737 0.06503
H: 1.53273 2.22573 -1.69402
H: 1.72257 0.66095 -0.90687
H: -0.55702 0.97079 -1.84791
H: -0.78001 2.41673 -0.84919
H: -1.00171 2.06789 1.74623
H: -1.00658 0.40477 2.36069
H: 0.49886 1.12728 1.80859
H: 0.67795 -3.49163 -1.50894
H: 0.47109 -3.71386 1.08099


> What is the calculated total energy in the fourth record?

-696.59136 a.u.


> Which of these has the highest calculated total energy?

C2H4N2O


> Among the records above, which one has the highest calculated total energy?

C2H4N2O


> Number 1 is which compound?

C59H58Cl5NO39